A structure of composition C52H47F9IrN4O2P2 in a non-equilibrium geometry, computed with wB97M-V/def2-TZVPD.

Summary:
E_LUMO (spin up / spin down) (eV): -2.608 / -6.045
Max |F| (eV/Å): 5.5
E (a.u.): -4064.7628
Charge: +1
Gap between HOMO and LUMO (spin up / spin down) (eV): 5.604 / 4.113
HOMO level (spin up / spin down) (eV): -8.211 / -10.158
2S+1: 5

Cartesian coordinates (Å):
Ir: 11.40 16.02 13.13
C: 10.88 12.99 9.72
C: 9.84 14.05 9.47
C: 8.66 13.64 8.84
C: 7.59 14.53 8.70
C: 7.77 15.87 9.01
C: 9.01 16.32 9.55
C: 9.29 17.81 9.66
C: 10.04 15.41 9.87
N: 11.11 15.82 10.69
C: 12.42 15.80 10.23
O: 12.86 16.14 9.12
C: 13.40 15.04 11.11
C: 14.56 14.39 10.76
C: 15.17 13.53 11.69
C: 14.46 13.18 12.84
C: 13.35 13.92 13.13
N: 12.92 14.97 12.38
C: 12.46 13.54 14.24
O: 12.65 12.57 14.97
N: 11.35 14.38 14.38
C: 10.44 14.15 15.48
C: 10.59 14.88 16.67
C: 11.94 15.48 17.00
C: 9.49 14.80 17.55
C: 8.43 13.95 17.31
C: 8.37 13.17 16.16
C: 9.43 13.17 15.26
C: 9.50 12.24 14.07
H: 10.52 12.07 9.14
H: 10.96 12.80 10.83
H: 11.86 13.29 9.34
H: 8.46 12.59 8.60
H: 6.58 14.28 8.35
H: 7.04 16.63 8.82
H: 9.39 18.13 10.72
H: 8.49 18.41 9.19
H: 10.20 17.96 9.14
H: 14.87 14.59 9.74
H: 16.11 13.11 11.40
H: 14.59 12.27 13.40
H: 12.38 15.87 16.05
H: 12.60 14.70 17.46
H: 11.82 16.38 17.63
H: 9.54 15.37 18.46
H: 7.68 13.89 18.12
H: 7.52 12.48 16.01
H: 9.02 11.27 14.21
H: 10.53 12.02 13.91
H: 9.12 12.61 13.10
N: 9.50 16.51 13.57
H: 8.95 16.09 12.85
H: 9.25 17.49 13.53
H: 9.20 16.21 14.52
C: 13.95 18.35 12.48
P: 12.37 18.06 13.42
C: 12.88 18.34 15.20
C: 11.25 19.36 12.88
C: 11.34 19.89 11.61
C: 10.41 20.82 11.14
C: 9.32 21.20 11.94
C: 9.24 20.63 13.23
C: 10.20 19.75 13.75
H: 13.80 18.00 11.45
H: 14.81 17.86 13.02
H: 14.20 19.46 12.38
H: 13.30 19.36 15.24
H: 13.67 17.61 15.47
H: 12.10 18.17 15.92
H: 12.18 19.60 10.94
H: 10.58 21.22 10.13
H: 8.55 21.84 11.50
H: 8.41 20.95 13.89
H: 10.33 19.49 14.82
F: 16.81 8.04 17.35
C: 15.57 7.54 17.70
F: 15.10 8.24 18.78
F: 15.79 6.23 18.19
C: 14.63 7.60 16.54
C: 15.10 7.18 15.28
C: 14.55 7.56 14.06
C: 13.43 8.41 14.10
C: 12.85 8.68 15.33
C: 13.41 8.25 16.54
P: 12.74 9.19 12.60
C: 13.65 8.45 11.26
C: 12.91 7.88 10.20
C: 13.38 7.87 8.89
C: 14.61 8.49 8.59
C: 15.46 8.83 9.67
C: 14.97 8.88 10.97
C: 15.00 8.80 7.19
F: 16.35 9.09 7.09
F: 14.34 9.91 6.79
F: 14.78 7.78 6.29
C: 11.09 8.49 12.52
C: 10.51 7.54 13.30
C: 9.12 7.34 13.28
C: 8.27 8.22 12.59
C: 8.86 9.11 11.69
C: 10.26 9.22 11.61
C: 6.84 8.20 12.91
F: 6.56 8.48 14.28
F: 6.26 6.96 12.68
F: 6.14 9.17 12.18
H: 16.06 6.76 15.25
H: 14.97 7.15 13.16
H: 11.95 9.24 15.41
H: 12.91 8.46 17.45
H: 11.98 7.32 10.34
H: 12.71 7.50 8.13
H: 16.42 9.21 9.32
H: 15.57 9.32 11.76
H: 11.15 6.92 13.93
H: 8.71 6.49 13.84
H: 8.26 9.74 10.99
H: 10.70 9.95 10.90

These are the Löwdin partial charges, in e, on atoms 1 to 2: 1.2593, -0.0273

---

A structure of composition C52H49CsN4O8S in a non-equilibrium geometry, computed with wB97M-V/def2-TZVPD.

Summary:
E_LUMO (spin up / spin down) (eV): 2.927 / 2.923
Max |F| (eV/Å): 3.9
E (a.u.): -3250.1187
Charge: -2
Gap between HOMO and LUMO (spin up / spin down) (eV): 2.535 / 4.733
HOMO level (spin up / spin down) (eV): 0.391 / -1.810

Cartesian coordinates (Å):
Cs: 1.08 1.76 0.73
O: 7.60 -3.85 2.31
C: 7.49 -2.59 2.91
O: 8.42 -2.03 3.51
C: 6.14 -1.95 2.77
C: 5.84 -0.66 3.30
C: 4.55 -0.11 3.28
C: 3.48 -0.95 2.82
C: 3.78 -2.18 2.18
C: 5.09 -2.68 2.15
N: 2.12 -0.81 3.07
C: 1.74 -0.03 4.02
C: 0.38 0.12 4.47
C: -0.03 0.95 5.54
C: -1.36 1.03 5.88
C: -2.26 0.06 5.39
C: -1.70 -0.86 4.47
N: -0.54 -0.71 3.89
H: 8.30 -3.80 1.65
H: 6.74 -0.21 3.60
H: 4.25 0.88 3.64
H: 3.02 -2.79 1.76
H: 5.29 -3.55 1.57
H: 2.40 0.59 4.60
H: 0.77 1.40 6.15
H: -1.68 1.77 6.66
H: -3.29 0.01 5.68
H: -2.37 -1.63 4.00
C: -4.68 -3.05 -3.14
C: -3.72 -3.00 -1.92
C: -4.15 -3.86 -0.77
O: -2.36 -3.36 -2.31
C: -1.49 -2.15 -2.46
C: -2.42 -1.16 -1.88
O: -3.64 -1.66 -1.58
C: -2.27 0.32 -1.76
O: -0.92 0.61 -1.39
C: -2.69 0.87 -3.16
C: -1.65 1.15 -4.08
C: -1.97 1.45 -5.38
C: -3.31 1.28 -5.92
C: -4.31 0.86 -5.00
C: -4.01 0.85 -3.67
C: -3.10 0.90 -0.63
C: -4.09 1.92 -0.88
C: -5.11 2.06 -0.01
C: -5.02 1.39 1.26
C: -3.93 0.62 1.65
C: -3.00 0.38 0.69
C: -0.05 -2.47 -1.94
O: 0.64 -1.28 -1.82
C: 0.73 -3.36 -2.96
C: 2.14 -3.15 -3.11
C: 2.86 -3.66 -4.19
C: 2.19 -4.39 -5.16
C: 0.88 -4.74 -4.93
C: 0.13 -4.27 -3.87
C: -0.18 -3.19 -0.56
C: -0.24 -4.55 -0.60
C: -0.25 -5.29 0.57
C: -0.08 -4.68 1.82
C: -0.07 -3.27 1.87
C: -0.04 -2.57 0.70
H: -4.69 -4.09 -3.58
H: -4.38 -2.47 -3.98
H: -5.73 -2.73 -2.91
H: -3.77 -4.93 -0.87
H: -5.25 -3.92 -0.84
H: -3.83 -3.59 0.25
H: -1.37 -2.00 -3.57
H: -0.08 -0.46 -1.61
H: -0.61 1.21 -3.69
H: -1.18 1.80 -6.08
H: -3.51 1.47 -7.00
H: -5.28 0.47 -5.30
H: -4.81 0.68 -2.96
H: -4.18 2.39 -1.87
H: -6.04 2.64 -0.26
H: -5.77 1.67 2.06
H: -3.97 0.09 2.65
H: -2.13 -0.18 0.94
H: 2.60 -2.43 -2.49
H: 3.92 -3.60 -4.19
H: 2.76 -4.82 -5.97
H: 0.35 -5.31 -5.71
H: -0.88 -4.57 -3.72
H: -0.17 -5.17 -1.55
H: -0.41 -6.35 0.50
H: 0.01 -5.26 2.75
H: -0.05 -2.72 2.82
H: 0.04 -1.49 0.66
C: 4.29 7.23 -1.41
C: 3.06 6.38 -1.15
C: 2.11 6.66 -0.18
C: 1.17 5.65 0.12
N: 1.15 4.51 -0.56
C: 2.07 4.26 -1.51
S: 2.19 2.86 -2.48
N: 2.93 5.24 -1.90
C: 0.04 5.87 1.09
H: 5.15 6.57 -1.27
H: 4.29 8.13 -0.72
H: 4.35 7.58 -2.42
H: 2.07 7.71 0.16
H: 3.65 4.97 -2.50
H: 0.14 5.14 1.88
H: -0.98 6.03 0.74
H: 0.34 6.77 1.63
C: 0.52 4.78 4.73
C: 0.71 3.53 3.83
O: -0.32 2.97 3.39
O: 1.91 3.06 3.64
H: -0.38 5.30 4.46
H: 1.40 5.42 4.72
H: 0.47 4.33 5.73

These are the Löwdin partial charges, in e, on atoms 1 to 2: 0.9187, 0.0188